Entry 1:
C16H28N4OS | ωB97M-V/def2-TZVPD

XYZ file:
```
50
Properties=species:S:1:pos:R:3:forces:R:3
H -6.361072 -1.595498 0.247092 0.0 0.1 0.0
C 3.170600 0.862534 0.267972 0.2 0.3 0.1
C 4.384022 -1.146422 1.242314 -0.2 0.0 0.1
H 1.906637 -1.997216 -0.999301 0.2 0.1 0.1
H 1.504304 2.469770 -1.096106 0.0 0.0 0.0
H 3.927897 -2.597460 -2.131048 0.1 -0.1 -0.1
C 4.275325 1.501926 -0.581610 -0.2 0.0 0.2
C -4.373899 -0.961180 0.743161 -0.3 0.0 0.1
N 2.353773 -0.068154 -0.496586 0.1 -0.3 0.2
O 0.532492 -0.514428 -1.748344 -0.2 -0.1 -0.3
H -2.267725 -0.940407 2.667839 0.1 0.1 0.0
H -1.613112 -2.513483 0.858380 0.0 -0.1 0.0
C 2.806372 -1.443384 -0.705436 -0.1 -0.5 -0.1
C -0.863606 -1.853326 1.287731 0.0 0.2 0.1
C -3.372992 0.064013 0.351816 0.3 -0.1 0.3
C -5.582785 -0.967004 -0.192091 0.1 -0.1 0.0
H -4.473988 -0.842050 -2.029171 0.0 0.0 -0.1
N -2.425884 1.747430 -0.587410 0.8 0.7 0.0
N -3.526434 0.987322 -0.557645 -1.0 -0.5 -0.2
H -4.698302 -0.749616 1.768493 0.0 -0.1 0.0
H 2.904847 0.039522 2.232536 0.0 0.0 0.1
H 4.760984 -1.127124 -1.633798 0.2 0.0 0.0
H 2.527926 -2.209890 1.283039 0.0 0.0 0.0
H -0.297070 -2.406685 2.031902 0.1 -0.1 0.1
H 2.512874 1.663913 0.615439 0.1 -0.1 -0.1
H 3.786113 -3.027505 0.352482 0.0 -0.1 0.0
H -0.072518 1.895391 -1.711132 0.2 0.0 0.0
C -5.224442 -1.484703 -1.578672 -0.1 0.1 0.1
C -1.516130 -0.633700 1.934596 0.2 -0.5 0.2
H -0.758650 -0.027025 2.439497 -0.2 -0.1 0.0
H 5.104842 0.821430 -0.742755 0.1 -0.1 -0.1
N -2.149371 0.200422 0.948436 -0.4 0.6 -0.6
C 3.728250 0.196143 1.531932 0.0 0.0 -0.1
C 3.790719 -1.550486 -1.872269 -0.2 0.0 0.1
H -4.833207 -2.499170 -1.523611 0.0 -0.1 0.0
S -0.024599 1.923919 0.670015 0.1 0.3 -0.1
H 4.437811 0.881864 1.996639 0.0 0.1 0.0
H -0.194965 -1.541464 0.489148 0.1 0.0 -0.1
H 3.884107 1.799379 -1.551796 0.0 0.0 -0.1
C 3.353512 -2.053649 0.584737 0.1 0.2 -0.1
C 1.209747 0.287194 -1.126551 -0.2 0.3 -0.1
H 3.386179 -1.034778 -2.739541 0.0 0.0 -0.1
H 4.734605 -1.594224 2.173834 0.1 0.0 0.0
H -5.964634 0.050230 -0.276245 -0.1 0.0 0.1
H 4.655660 2.386107 -0.075728 0.1 0.1 0.0
H -6.103567 -1.489992 -2.217785 -0.1 0.0 -0.1
C 0.725083 1.719635 -0.990664 -0.2 -0.2 0.2
H -3.902668 -1.948319 0.742728 0.0 0.0 0.1
H 5.250303 -1.019426 0.593109 0.1 0.0 0.0
C -1.603754 1.276183 0.303868 0.2 0.0 0.2
```
Forces are in eV/Å.

Properties
- lowest unoccupied orbital energy (eV) = 0.538
- orbital gap (eV) = 9.07
- max |F| (eV Å⁻¹) = 1.1
- SMILES string = CCCc1nnc(SCC(=O)N2[C@H](C)CCC[C@@H]2C)n1CC
- relative energy (zero: lowest compared OMol25 entry of this formula, charge and spin) (kJ/mol) = 0.0

Atomic charges from the Löwdin analysis, expressed in e, are listed below: 0.104 -0.339 -0.187 0.136 0.076 0.083 -0.028 -0.138 0.008 0.047 0.123 0.072 -0.318 -0.047 -0.303 -0.260 0.061 0.035 0.074 0.122 0.118 0.061 0.110 0.076 0.088 0.118 0.085 -0.110 -0.194 0.097 0.064 -0.019 -0.140 -0.025 0.071 0.989 0.119 0.057 0.083 -0.142 -0.530 0.087 0.113 0.104 0.084 0.069 -0.326 0.110 0.102 -0.636

***

Entry 2:
C16H28N4ReS4 | ωB97M-V/def2-TZVPD

XYZ file:
```
53
Properties=species:S:1:pos:R:3:forces:R:3
C -2.802454 2.409896 -0.468817 0.1 0.0 0.1
H -1.295499 -0.364587 -3.695657 0.0 0.0 0.0
C 1.944042 2.685881 -1.148988 0.0 0.0 0.1
H -0.604904 1.750053 2.064817 -0.1 0.1 0.0
H 1.035090 4.559779 -1.440013 0.0 0.1 0.0
C 3.293850 -2.035100 2.068048 0.1 -0.1 0.1
H 0.654730 0.944482 -3.203855 0.0 0.0 0.0
H 2.374335 0.516684 -3.335085 0.0 0.0 0.0
H -2.687332 -1.161309 3.168272 0.0 0.0 0.0
S 1.754150 0.862921 -1.062699 0.1 -0.2 0.0
S -0.375704 -1.581698 -1.844445 0.1 0.0 0.0
H -3.413045 0.434825 -2.762243 0.0 0.0 0.0
H 2.600878 -0.095079 1.555789 0.0 0.0 -0.1
H 0.104220 3.262076 -2.181467 0.0 0.0 0.0
H -2.255239 -1.797656 -3.298302 0.0 0.0 0.0
H -3.068136 2.062619 0.527513 -0.1 0.0 0.0
C 3.940927 -4.348574 2.568350 0.2 -0.2 0.1
H -1.946209 4.188917 -1.410833 0.0 0.0 0.0
S -0.320405 3.447084 0.192938 0.0 0.0 -0.1
H 1.932989 -1.750340 -2.344280 0.0 0.0 0.0
H -1.043800 0.537237 4.061227 0.0 0.1 0.0
H 0.980848 -1.521828 -3.805568 0.0 0.0 0.0
C -2.140172 -0.486172 2.511518 0.0 0.0 -0.1
H -0.209263 -0.862929 3.391670 0.0 0.0 0.0
H -2.797161 0.350482 2.272179 0.0 0.0 0.0
H -3.306635 -0.634618 -1.362021 0.0 0.0 0.0
H 4.215222 -1.668144 2.501573 0.0 0.0 0.0
N -0.147925 0.842129 2.132306 0.0 -0.4 0.0
H 0.786517 1.064343 2.481691 0.0 0.0 0.0
H -2.500820 4.413287 0.242387 0.0 0.1 0.0
H 2.634830 2.826471 -1.984086 0.0 0.0 0.0
H -1.464598 -2.127489 1.451828 0.0 0.0 0.1
S -1.699251 1.196694 -1.267522 0.1 -0.4 0.0
C 1.451289 0.330526 -2.781942 0.0 0.1 0.0
C -2.008527 3.713929 -0.433783 -0.1 0.1 0.1
C 3.014898 -3.408118 2.031899 0.1 0.0 0.0
C -2.721058 -0.067337 -2.083980 0.1 0.0 0.1
N -1.783695 -1.185788 1.216527 0.2 0.1 0.0
C 0.698802 3.528761 -1.310082 0.0 0.0 0.0
H 2.493716 2.928634 -0.237462 0.0 0.0 0.0
C -1.753724 -0.924216 -2.880373 0.0 0.0 -0.1
H -3.708055 2.477552 -1.074379 0.0 0.0 0.0
N 4.692313 -5.106745 3.004884 -0.3 0.3 -0.2
C 2.387756 -1.156042 1.540112 -0.3 -0.1 -0.1
C 1.813403 -3.836175 1.452746 0.1 -0.1 0.0
Re -0.153781 -0.127826 0.152290 -0.3 0.5 0.2
H 0.033874 -3.228200 0.468571 0.0 0.0 0.0
H -2.635108 -1.337083 0.676120 0.0 0.0 0.0
C -0.857240 -0.020577 3.144183 0.1 0.0 0.0
N 1.207425 -1.560237 0.985361 0.0 0.0 -0.2
C 1.137285 -1.150729 -2.789431 0.0 0.0 -0.1
H 1.564904 -4.888414 1.397906 0.0 0.0 0.0
C 0.951467 -2.902267 0.944628 0.0 0.3 0.0
```
Forces are in eV/Å.

Properties
- net charge = +4
- lowest unoccupied orbital energy (alpha / beta) (eV) = -13.131 / -15.531
- orbital gap (alpha / beta) (eV) = 8.50 / 5.93
- max |F| (eV Å⁻¹) = 0.6
- spin multiplicity = 4

Atomic charges from the Löwdin analysis, expressed in e, are listed below: -0.391 0.107 -0.413 0.051 0.123 0.067 0.089 0.128 0.158 0.874 0.900 0.128 0.104 0.080 0.121 0.084 -0.101 0.110 0.948 0.106 0.158 0.129 -0.146 0.132 0.128 0.094 0.160 -0.085 0.122 0.114 0.123 0.104 0.833 -0.420 -0.446 -0.126 -0.415 -0.058 -0.470 0.103 -0.400 0.123 0.301 -0.114 0.066 1.195 0.099 0.115 -0.157 -0.164 -0.409 0.160 -0.115

***

Entry 3:
C16H28NO5SSbV | ωB97M-V/def2-TZVPD

XYZ file:
```
53
Properties=species:S:1:pos:R:3:forces:R:3
H -0.613926 -2.025933 -2.762941 0.0 0.0 0.0
H 1.124036 -1.527858 -0.927769 0.0 0.0 0.0
H -1.509861 4.815831 1.194624 0.0 0.0 0.0
C 0.961732 0.903615 -5.639536 0.1 0.0 0.0
S 0.870116 0.738412 -2.934516 0.1 -0.1 -0.1
C 0.287813 -2.623856 -2.627680 0.0 0.0 0.0
O -1.934542 -1.215249 0.459626 0.0 -0.1 0.0
C -1.014077 -1.151578 2.608913 0.1 0.0 -0.1
H 2.253791 -2.531004 -1.761737 0.0 0.0 0.0
C 0.069992 0.386395 -4.506934 0.0 0.0 0.0
C 0.245367 -1.016500 4.616233 0.0 0.0 0.0
H 3.152843 1.417929 2.864374 0.0 0.0 0.0
H -0.621291 3.703353 2.251676 0.0 0.0 0.0
H 0.025098 -3.508227 -2.048630 0.0 0.0 0.0
O -0.267008 0.498511 -1.865043 -0.1 0.0 0.2
Sb -1.957418 2.337854 0.352907 0.0 0.0 0.0
V -0.448176 0.084845 -0.046930 0.2 0.2 -0.5
C 1.740828 0.908734 1.659810 0.0 0.0 0.0
H 0.552008 0.487213 -6.560751 0.0 0.0 0.0
C 0.915875 0.117209 2.628795 0.0 0.0 0.0
O 2.848402 1.496050 1.945249 0.0 0.0 0.0
H 0.020027 2.836770 -5.896341 0.0 0.0 0.0
H -3.182643 2.309196 -2.037363 0.0 0.0 0.0
C -2.701494 3.102760 -1.471148 0.0 0.0 0.1
H 0.034347 4.127071 0.644775 0.0 0.0 0.0
H -3.366963 1.762188 2.584386 0.0 0.0 0.0
H -0.117166 -0.684828 -4.556228 0.0 0.0 0.0
H 0.408201 -1.277641 5.654082 0.0 0.0 0.0
C 1.414844 -1.856878 -1.947411 0.0 0.0 0.0
H -3.426087 3.881042 -1.237596 0.0 0.0 0.0
C 1.994114 -0.678443 -2.723134 0.0 0.0 0.1
H -4.137458 3.074851 1.673803 0.0 0.0 0.0
H 1.643487 2.730491 -6.562176 0.0 0.0 0.0
C -3.658738 2.099881 1.591913 0.1 0.1 0.0
H 1.967669 0.480449 -5.551800 0.0 0.0 0.0
O -2.961407 -2.389038 2.073087 0.0 0.0 0.0
H 1.432637 2.879658 -4.826984 0.0 0.0 0.0
H 2.869333 -0.262344 -2.224867 0.0 0.0 0.0
C 1.015783 2.425009 -5.727891 0.0 -0.1 0.0
H -0.876886 0.928282 -4.452509 0.0 0.0 -0.1
H -1.565826 -2.184380 4.413678 0.0 0.0 0.0
C 1.157677 -0.193780 3.955811 0.0 0.0 0.1
H -1.876169 3.527960 -2.037954 0.0 0.0 0.0
H 2.029370 0.172280 4.484164 0.0 0.0 0.0
O 1.309540 0.970883 0.497597 -0.1 -0.1 0.0
H -3.595328 -2.683086 1.389577 0.0 0.0 0.0
C -0.858803 -1.520164 3.933102 0.0 0.0 0.1
H -4.354331 1.395925 1.140355 0.0 0.0 0.0
C -2.044308 -1.607683 1.635053 0.0 0.0 -0.1
C -0.869952 3.934855 1.217715 -0.1 0.0 0.0
H 2.288423 -0.975572 -3.731768 0.0 0.0 0.0
N -0.157865 -0.342090 1.988098 0.0 -0.1 0.3
H 0.612467 -2.975069 -3.608070 0.0 0.0 0.0
```
Forces are in eV/Å.

Properties
- net charge = +3
- lowest unoccupied orbital energy (alpha / beta) (eV) = -10.690 / -10.900
- orbital gap (alpha / beta) (eV) = 8.01 / 7.50
- max |F| (eV Å⁻¹) = 0.5
- spin multiplicity = 3
- relative energy (zero: lowest compared OMol25 entry of this formula, charge and spin) (kJ/mol) = 3.5

Atomic charges from the Löwdin analysis, expressed in e, are listed below: 0.067 0.073 0.037 -0.272 1.124 -0.077 -0.001 -0.123 0.138 -0.310 0.064 0.172 0.019 0.092 -0.656 1.434 0.867 -0.370 0.133 -0.122 0.277 0.089 0.025 -0.253 0.025 0.016 0.095 0.151 -0.266 0.037 -0.286 0.036 0.094 -0.262 0.111 0.272 0.066 0.104 -0.089 0.112 0.157 0.090 0.025 0.147 -0.012 0.198 0.104 0.025 -0.388 -0.258 0.114 0.056 0.101

***

Entry 4:
C16H28O9P | ωB97M-V/def2-TZVPD

XYZ file:
```
54
Properties=species:S:1:pos:R:3:forces:R:3
H 3.711549 -3.111694 -1.228748 0.0 0.3 0.9
H 2.780446 -4.687055 -2.622386 -0.4 -1.1 0.4
H 4.403743 2.419338 -4.054126 0.1 0.0 0.0
C -0.818366 -1.996394 1.522460 0.4 1.9 0.1
H -2.524566 -2.087440 -0.068755 1.0 1.1 0.9
H -1.050426 2.216281 1.152100 0.2 -2.0 0.3
H 0.752028 1.086416 2.916133 -1.2 -1.1 -1.2
H -5.242946 0.502335 3.370158 0.0 0.0 0.1
H -6.090422 5.085117 3.522583 -0.1 0.0 -0.1
H -5.759217 3.830098 0.280859 0.0 -0.1 0.1
C -0.961146 1.078058 1.269614 -0.1 -3.6 0.4
O -6.884640 3.934917 2.031945 0.4 0.0 -0.1
H 4.019382 1.394816 -2.658425 0.1 0.0 0.0
H 5.893610 1.107297 -1.180556 -0.1 -0.1 -0.1
O 4.828217 -1.057445 -2.393051 0.2 0.1 -0.4
C -6.522736 3.264242 0.826289 -0.3 -0.3 0.3
C 4.748294 2.097745 -3.069962 0.1 0.0 -0.1
P 2.545997 -4.831445 -0.444658 -1.6 -2.3 4.3
C 0.145992 -1.130540 2.390085 -2.6 2.8 -2.6
C -5.866939 4.813310 2.489560 -0.1 0.0 0.0
H 4.770615 -2.225795 -4.094560 0.0 0.0 -0.1
O 3.210355 -5.824870 0.553848 -0.9 2.6 -3.0
H 4.822309 2.974034 -2.418267 -0.1 0.0 0.0
C 0.062658 0.432728 2.271411 -2.3 -2.4 -2.2
H -5.853838 1.345715 0.144143 0.0 0.0 0.0
H -7.420265 3.223223 0.201581 0.0 0.0 0.0
C 4.425672 -1.248219 -3.741732 -0.1 -0.1 0.1
C 6.212872 -0.739102 -2.278665 -0.3 0.1 0.4
C 6.424608 0.758009 -2.072331 0.2 -0.2 -0.4
C -0.654609 -3.599709 1.668128 -0.8 -1.9 -0.4
H 3.335010 -1.227888 -3.777821 0.1 0.0 0.1
H 4.808313 -0.464022 -4.400320 0.0 0.0 0.0
H 0.923742 -1.543149 3.107115 -1.3 0.2 -1.3
H -5.861159 2.160102 3.628493 0.0 0.0 -0.1
C -6.052413 1.838262 1.100462 0.5 0.3 -0.1
H 6.767807 -1.096715 -3.153283 0.0 0.1 0.0
O 2.567411 -5.463474 -2.042106 0.8 2.6 1.0
H -4.878318 4.347885 2.460592 0.0 0.0 0.0
C -1.912437 0.175149 0.436722 2.0 -2.0 1.9
O 0.668737 -4.073262 1.396002 -3.0 1.8 1.0
H 0.217178 -3.948760 -0.722795 0.7 -0.6 1.0
O 6.031407 1.503342 -3.222781 -0.3 -0.1 0.2
H 7.492017 0.942622 -1.921004 0.0 0.0 0.0
C -1.860721 -1.392854 0.535490 3.0 2.6 2.8
O -1.617776 -4.353493 1.953562 3.5 3.1 -0.9
H -5.863663 5.722828 1.880007 0.1 0.0 0.0
H -2.695258 0.602072 -0.279040 1.4 -0.4 1.2
C -5.038519 1.566736 3.220048 0.2 -0.1 -0.1
H 6.591664 -1.270703 -1.400738 0.0 0.0 0.0
C 0.708864 -4.672793 0.042306 1.4 0.0 -2.6
H -4.123251 1.827553 3.753363 0.0 -0.1 -0.1
H -6.827966 1.264445 1.618907 0.0 0.1 0.0
O 3.344392 -3.293326 -0.334564 -0.1 -1.8 -2.0
O -4.833290 1.825469 1.836711 -0.4 0.2 0.2
```
Forces are in eV/Å.

Properties
- net charge = -1
- lowest unoccupied orbital energy (eV) = 2.316
- orbital gap (eV) = 4.86
- max |F| (eV Å⁻¹) = 5.1
- relative energy (zero: lowest compared OMol25 entry of this formula, charge and spin) (kJ/mol) = 550.3

Atomic charges from the Löwdin analysis, expressed in e, are listed below: 0.011 0.043 0.087 -0.062 0.099 0.076 0.077 0.091 0.088 0.124 -0.096 -0.197 0.087 0.127 -0.200 -0.200 -0.112 0.584 -0.005 -0.115 0.087 -0.425 0.086 -0.076 0.122 0.121 -0.111 -0.192 -0.198 -0.392 0.093 0.082 0.100 0.081 -0.200 0.125 -0.238 0.084 -0.084 -0.210 0.007 -0.199 0.121 -0.003 0.046 0.085 0.075 -0.105 0.128 -0.279 0.090 0.125 -0.248 -0.205

***

What is the max |F| in the first record?
1.1 eV Å⁻¹